The following is a DFT calculation (wB97M-V/def2-TZVPD) of a single C6H10 molecule.

The HOMO-LUMO gap is 9.494 eV. The calculation puts the total energy at -6381.292 eV. For the strongest force on any atom, the calculation gives 0.61 eV/A. As for the SMILES: C=C(C)/C=C/C.

```
16
C6H10 (wB97M-V/def2-TZVPD)
C -2.5138 -0.1709 0.1081
C 2.5105 -0.4005 -0.3075
C -1.0465 0.1061 -0.0130
C -0.0200 -0.7969 -0.2066
C 1.1592 -0.2101 0.3187
C -0.4234 1.3614 0.2042
H -0.0542 -1.7228 -0.7751
H 1.1592 0.0480 1.3693
H -2.9089 0.2532 1.0379
H -2.7211 -1.2424 0.1237
H -3.0773 0.2791 -0.7139
H 0.2243 1.7800 -0.5535
H -0.8728 2.1182 0.8497
H 3.3029 0.1011 0.2499
H 2.7501 -1.4702 -0.3544
H 2.5318 -0.0331 -1.3375
```

Atom charges from the Mulliken analysis, given in e for atoms 1 to 2:
1 C -1.13
2 C -1.14